#i
Computed, not measured: a 3-piece molecular cluster, C2H10NO4 overall, with ωB97M-V with the def2-TZVPD basis set.

Geometry (Å):
O (0.7591, 0.5644, 1.5239)
C (0.1241, -0.4229, 1.7402)
O (-0.3739, -0.8057, 2.9153)
C (-0.3438, -1.4219, 0.6731)
N (-0.5610, -0.6332, -0.5673)
H (-0.0914, -0.2639, 3.6683)
H (0.4408, -2.1467, 0.5065)
H (-1.2300, -1.9705, 0.9704)
H (0.1759, 0.0716, -0.7479)
H (-0.5133, -1.3002, -1.3234)
H (-1.4254, -0.0988, -0.6225)
H (-0.8780, 2.9942, -0.8929)
H (-0.2917, 2.3658, 0.2629)
O (-0.7124, 2.0980, -0.5577)
H (2.3730, 0.3512, -2.3064)
H (1.0904, 0.5814, -2.9779)
O (1.4576, 0.0373, -2.2646)

Highest occupied orbital energy ... -15.3 eV
Charge ... +1
2S+1 ... 1

These are the Löwdin partial charges, in e, on atoms 1 to 2: number 1, O, carries 0.1449; number 2, C, carries -0.4984

---

#ii
Computed, not measured: a 3-piece molecular cluster, C2H10NO4 overall, with ωB97M-V with the def2-TZVPD basis set.

Geometry (Å):
O (-0.3579, 1.9913, -0.2145)
C (-1.1732, 1.1916, 0.1156)
O (-1.5677, 1.1223, 1.4137)
C (-1.6510, -0.1165, -0.5063)
N (-0.6719, -1.1932, -0.0994)
H (-1.4023, 2.0343, 1.8276)
H (-2.6711, -0.4181, -0.3770)
H (-1.8198, -0.0598, -1.6499)
H (-1.0179, -1.6559, 0.7393)
H (-0.4695, -1.7889, -0.9082)
H (0.1755, -0.6658, 0.1411)
H (2.5387, 0.3615, -1.9808)
H (2.5582, -1.0351, -2.7362)
O (1.9876, -0.3667, -2.3329)
H (1.4479, 0.8511, 2.2459)
H (2.1922, -0.3929, 2.5400)
O (1.9021, 0.1407, 1.7820)

Highest occupied orbital energy ... -14.9 eV
Charge ... +1
2S+1 ... 1

These are the Löwdin partial charges, in e, on atoms 1 to 2: number 1, O, carries 0.1733; number 2, C, carries -0.5094

---

Most stable one: #i, least stable one: #ii.

---

#i
Computed, not measured: an isolated ion of composition C7H14NOS and charge +1, with ωB97M-V with the def2-TZVPD basis set.

Geometry (Å):
C (-0.4365, 0.8319, 0.1201)
C (-0.7089, 0.2558, -1.0651)
C (0.8575, 0.3937, 0.9552)
C (1.8915, 0.1794, -0.1091)
C (-1.2654, 1.8550, 0.7485)
C (0.4699, -0.6957, 1.8648)
C (-0.2006, -1.9417, -1.9399)
N (0.1347, -0.5317, -1.7908)
O (-1.9037, 0.6164, -1.6157)
S (2.4999, 1.6848, -0.5469)
H (1.1776, 1.2870, 1.6256)
H (2.5055, -0.6666, -0.5162)
H (-0.5392, 2.6618, 1.0151)
H (-1.9009, 1.6000, 1.6138)
H (-2.0917, 2.2942, 0.1040)
H (0.3507, -1.6514, 1.4164)
H (-0.5377, -0.4832, 2.2777)
H (1.2109, -0.7790, 2.6377)
H (-0.6190, -2.2769, -0.9410)
H (-0.8100, -2.0660, -2.8101)
H (0.6645, -2.7491, -1.9228)
H (0.4711, -0.1975, -2.6766)
H (-1.9895, 1.5523, -1.7553)
H (3.6123, 1.4178, -1.2789)

Highest occupied orbital energy ... -12.7 eV
Charge ... +1
2S+1 ... 1

These are the Löwdin partial charges, in e, on atoms 1 to 2: number 1, C, carries -0.2160; number 2, C, carries -0.3869

---

#ii
Computed, not measured: an isolated ion of composition C7H14NOS and charge +1, with ωB97M-V with the def2-TZVPD basis set.

Geometry (Å):
C (1.6839, 1.2638, 0.4328)
C (2.3983, -1.1371, 0.3780)
C (0.7778, 1.0468, -0.7713)
C (1.0196, -1.5735, 0.7654)
C (-1.2449, -0.2442, -0.4151)
C (-3.0644, -0.3472, 1.2643)
C (-2.7777, -0.1625, -0.2772)
N (2.7156, 0.3375, 0.3321)
O (-0.6749, 0.9350, -0.4320)
S (-0.4706, -1.7408, -0.5699)
H (2.0445, 2.2419, 0.2899)
H (1.0862, 1.2098, 1.3371)
H (3.0140, -1.7167, 1.0152)
H (2.4996, -1.5669, -0.6772)
H (0.7868, 1.9055, -1.4470)
H (1.0258, 0.1440, -1.3377)
H (0.9005, -2.5750, 0.9859)
H (0.4502, -1.0134, 1.4746)
H (-2.1693, -0.9515, 1.6208)
H (-3.9779, -0.9241, 1.3893)
H (-3.1011, 0.4821, 1.9023)
H (-3.1695, 0.8167, -0.5109)
H (-3.1699, -0.9891, -0.8352)
H (3.7363, 0.5567, 0.5272)

Highest occupied orbital energy ... -12.5 eV
Charge ... +1
2S+1 ... 1

These are the Löwdin partial charges, in e, on atoms 1 to 2: number 1, C, carries -0.2211; number 2, C, carries -0.2009

---

Most stable one: #ii, least stable one: #i.

---

#i
Computed, not measured: a 2-piece molecular cluster, C9H13NO2 overall, with ωB97M-V with the def2-TZVPD basis set.

Geometry (Å):
C (-0.3878, -3.2005, -0.8680)
C (0.7731, -0.0919, -2.5728)
C (0.7717, -1.3573, -2.0819)
C (-0.1242, 0.9082, -2.0748)
C (-0.2382, -1.7246, -1.1936)
C (-1.2064, 0.4774, -1.2644)
C (-1.3275, -0.8668, -0.9013)
O (0.1238, 2.2250, -2.0149)
H (1.6177, 0.3313, -3.1041)
H (1.4970, -2.1254, -2.2984)
H (0.2757, 2.4994, -2.9716)
H (-1.8444, 1.2974, -0.8238)
H (-1.4834, -3.3860, -0.7353)
H (0.2365, -3.4648, -0.0224)
H (-2.2076, -1.1222, -0.2661)
H (-0.1049, -3.8725, -1.7393)
C (0.5588, 1.6459, 3.8823)
C (0.8898, 1.4674, 2.4493)
O (2.0175, 1.4619, 2.0777)
N (-0.2545, 1.5182, 1.5548)
H (-0.0540, 1.5808, 0.5491)
H (-0.9008, 0.7298, 1.7340)
H (0.0247, 2.5816, 4.0828)
H (1.5385, 1.5682, 4.3397)
H (-0.1913, 0.9194, 4.2630)

<S²> ... 0.7662
Highest occupied orbital energy (spin up / spin down) ... -12.6 / -12.6 eV
Charge ... +1
2S+1 ... 2

These are the Löwdin partial charges, in e, on atoms 1 to 2: number 1, C, carries -0.0033; number 2, C, carries 0.0666

---

#ii
Computed, not measured: a 2-piece molecular cluster, C9H13NO2 overall, with ωB97M-V with the def2-TZVPD basis set.

Geometry (Å):
C (-1.5708, 2.3668, -0.4393)
C (-1.5279, 0.6111, 1.3799)
C (-0.8639, 1.5606, 0.5635)
C (-0.8150, -0.1222, 2.2721)
C (0.5409, 1.7668, 0.7097)
C (0.6017, -0.0675, 2.2160)
C (1.2854, 0.9463, 1.4872)
O (1.2341, -1.0080, 2.8581)
H (-2.5842, 0.4861, 1.2120)
H (-1.3124, -0.7891, 2.9594)
H (-1.2438, 3.4056, -0.5288)
H (-2.6545, 2.3900, -0.3762)
H (1.0613, 2.4953, 0.1044)
H (2.3391, 1.1159, 1.6386)
H (2.1855, -1.0028, 2.6623)
H (-1.4028, 1.9752, -1.4498)
C (0.8098, -0.7587, -2.2212)
C (0.7322, -2.0059, -1.3869)
O (1.2550, -2.1396, -0.2979)
N (0.0882, -3.0485, -2.0013)
H (-0.1733, -0.2703, -2.2500)
H (1.0767, -1.0018, -3.2466)
H (0.1427, -3.9211, -1.4972)
H (-0.7412, -2.9203, -2.5556)
H (1.5371, -0.0637, -1.8125)

<S²> ... 0.7682
Highest occupied orbital energy (spin up / spin down) ... -12.9 / -12.9 eV
Charge ... +1
2S+1 ... 2

These are the Löwdin partial charges, in e, on atoms 1 to 2: number 1, C, carries -0.0182; number 2, C, carries 0.0291

---

Most stable one: #ii, least stable one: #i.

---

#i
Computed, not measured: a 2-piece molecular cluster, C3H6F2S overall, with ωB97M-V with the def2-TZVPD basis set.

Geometry (Å):
C (0.0937, 0.4414, -1.2579)
C (0.8448, -0.1554, 1.2503)
C (-0.1342, 0.0167, 0.1537)
F (-0.3262, -2.0746, -0.1237)
F (-2.4138, 0.9564, -0.5564)
S (-1.7789, 0.1679, 0.7075)
H (1.0596, 1.1026, -1.3043)
H (0.2443, -0.4904, -1.8060)
H (-0.8377, 1.0119, -1.7432)
H (1.8359, -0.5139, 0.8393)
H (0.8574, 0.6540, 1.9884)
H (0.5551, -1.1166, 1.8522)

Highest occupied orbital energy ... -9.7 eV
Charge ... 0
2S+1 ... 1

These are the Löwdin partial charges, in e, on atoms 1 to 2: number 1, C, carries -0.0895; number 2, C, carries -0.1299

---

#ii
Computed, not measured: C3H6F2S as an isolated structure, with ωB97M-V with the def2-TZVPD basis set.

Geometry (Å):
C (0.2328, 0.3505, -0.2935)
C (-1.2963, 0.1494, -0.5080)
C (0.7545, 0.2352, 1.2030)
H (1.3050, -1.8593, -0.9405)
H (0.0923, 1.4528, -0.7503)
H (-1.7530, 0.4888, 0.4457)
H (-1.8629, -1.0393, -0.6419)
H (-0.3923, 0.0599, 1.9404)
H (1.4672, 1.1616, 1.4184)
F (-1.8746, 0.7482, -1.6587)
F (1.5289, -1.2669, 1.1011)
S (1.7983, -0.4807, -1.3158)

Highest occupied orbital energy ... -9.1 eV
Charge ... 0
2S+1 ... 1

These are the Löwdin partial charges, in e, on atoms 1 to 2: number 1, C, carries -0.5586; number 2, C, carries -0.2583

---

Most stable one: #i, least stable one: #ii.

---

#i
Computed, not measured: C6H9NO2S as an isolated structure, with ωB97M-V with the def2-TZVPD basis set.

Geometry (Å):
C (-1.3654, -0.8265, -0.3830)
C (-1.3882, 1.6956, -0.3676)
C (-0.2729, -1.3469, -1.1574)
C (0.7127, -0.1919, -1.2891)
C (-0.5450, 0.7840, 0.4947)
C (-0.9498, 0.7703, 2.0335)
N (0.7462, 0.5473, -0.0091)
O (-0.6990, 2.4374, -1.3207)
O (-2.5673, 1.8362, -0.2427)
S (-2.8416, -1.3074, 0.0221)
H (0.1004, -2.2991, -0.7107)
H (-0.5775, -1.7039, -2.1658)
H (1.7533, -0.4934, -1.5648)
H (0.2005, 0.4220, -2.1326)
H (-1.9910, 0.2328, 1.9893)
H (-1.1881, 1.8503, 2.0793)
H (-0.2584, 0.5349, 2.7941)
H (1.4539, 0.2472, 0.6247)
H (0.2287, 2.3946, -1.2962)

Highest occupied orbital energy ... -7.9 eV
Charge ... 0
2S+1 ... 1

These are the Löwdin partial charges, in e, on atoms 1 to 2: number 1, C, carries -0.6390; number 2, C, carries -0.5099

---

#ii
Computed, not measured: an isolated molecule of C6H9NO2S, with ωB97M-V with the def2-TZVPD basis set.

Geometry (Å):
C (-2.1854, -0.1838, 1.0133)
C (-3.4847, -0.4245, 0.7904)
C (2.2756, -0.7754, -0.0655)
C (-1.2280, -0.1519, 0.0065)
C (1.8125, 1.4635, -0.8470)
C (1.2045, 0.0025, -0.7581)
N (0.0726, 0.1701, 0.1963)
O (1.7926, -1.7941, 0.6558)
O (3.4902, -0.5883, -0.1449)
S (-4.3804, -0.4065, -0.5412)
H (-1.9392, 0.0561, 2.0319)
H (-3.9511, -0.8004, 1.5940)
H (-1.5100, -0.3619, -1.0555)
H (2.8507, 1.3660, -1.3353)
H (1.1791, 2.1751, -1.4005)
H (1.9060, 1.8482, 0.2904)
H (0.9672, -0.4412, -1.7760)
H (0.2034, 0.9182, 0.9562)
H (0.9245, -2.0716, 0.3891)

Structure (SMILES) ... C[C@H](N/C=C/C=S)C(=O)O
Highest occupied orbital energy ... -8.2 eV
Charge ... 0
2S+1 ... 1

These are the Löwdin partial charges, in e, on atoms 1 to 2: number 1, C, carries -0.2074; number 2, C, carries -0.7657

---

Most stable one: #ii, least stable one: #i.